Entry 1:
64
Properties=species:S:1:pos:R:3 method="wB97M-V/def2-TZVPD" orbital_gap_ev=8.5 charge=0 homo_energy_ev=-8.291 smiles="CCCCN(C(=O)Cn1nnc2ccccc21)[C@@H](C(=O)NCCOC)c1ccc(OC)cc1" energy_ev=-41031.3586 de_lowest_ev=2.0401
C 3.4063 2.9934 0.1531
C 2.1629 2.2999 -0.3906
C 2.2814 0.7830 -0.2604
H 3.0316 0.4123 -0.9618
H 2.6290 0.5545 0.7461
C 0.9810 0.0093 -0.5291
N -0.1471 0.4601 0.2653
C -1.0684 1.3615 -0.1220
O -1.9398 1.7878 0.6132
C -1.0659 1.8081 -1.5953
N -1.7170 0.7942 -2.3796
C -2.4941 0.9371 -3.4868
C -2.9137 2.0254 -4.2437
C -3.7175 1.7461 -5.3237
C -4.0954 0.4343 -5.6526
C -3.6858 -0.6481 -4.9136
C -2.8706 -0.3912 -3.8102
N -2.3040 -1.2129 -2.8863
N -1.6408 -0.5047 -2.0651
H -3.9724 -1.6572 -5.1595
H -4.7281 0.2822 -6.5140
H -4.0717 2.5574 -5.9416
H -2.6252 3.0347 -3.9940
H -0.0611 2.0074 -1.9750
H -1.6610 2.7233 -1.6540
C -0.3006 -0.1148 1.6038
C 0.8303 0.3093 2.5116
C 0.8109 1.6080 3.0156
C 1.8430 2.0802 3.7950
C 2.9252 1.2552 4.1074
C 2.9463 -0.0440 3.6152
C 1.9102 -0.5038 2.8176
H 1.9505 -1.5143 2.4453
H 3.7645 -0.7103 3.8386
O 3.8945 1.8151 4.8848
C 4.9883 1.0198 5.2708
H 5.5734 0.6916 4.4051
H 4.6664 0.1449 5.8446
H 5.6074 1.6559 5.9015
H 1.8352 3.0861 4.1842
H -0.0252 2.2527 2.7870
C -0.5431 -1.6311 1.5385
O -0.2238 -2.3839 2.4386
N -1.2175 -2.0307 0.4452
H -1.3838 -1.3890 -0.3251
C -1.3361 -3.4267 0.1075
H -2.3321 -3.6251 -0.2931
C -0.2886 -3.7987 -0.9582
O 1.0245 -3.4336 -0.6058
C 1.5895 -4.1942 0.4410
H 2.6429 -3.9204 0.4780
H 1.1234 -3.9706 1.4057
H 1.5014 -5.2674 0.2368
H -0.3476 -4.8771 -1.1654
H -0.5028 -3.2412 -1.8739
H -1.1878 -4.0027 1.0233
H -1.2289 0.3201 2.0019
H 1.1552 -1.0453 -0.2995
H 0.7278 0.0602 -1.5879
H 2.0283 2.5795 -1.4392
H 1.2935 2.6473 0.1720
H 3.3256 4.0712 0.0349
H 4.2953 2.6547 -0.3746
H 3.5263 2.7720 1.2112



Entry 2:
10
Properties=species:S:1:pos:R:3 method="wB97M-V/def2-TZVPD" orbital_gap_ev=10.5 charge=0 homo_energy_ev=-10.505 smiles="O[C@H]1C=NC=N1" energy_ev=-8202.2857 de_lowest_ev=1.5997
O -1.6422 -1.0810 0.1825
C -0.4398 -0.5616 -0.2786
C -0.3087 0.9410 -0.4214
N 0.8477 1.3469 -0.0544
C 1.4712 0.1490 0.4373
N 0.7860 -0.9268 0.4293
H -1.8467 -0.6953 1.0434
H -1.0642 1.6035 -0.8371
H 2.4992 0.2055 0.7847
H -0.3023 -0.9813 -1.2857



Entry 3:
15
Properties=species:S:1:pos:R:3 method="wB97M-V/def2-TZVPD" orbital_gap_ev=12.2 charge=0 homo_energy_ev=-10.972 smiles=C1CCCC1 energy_ev=-5347.0593 de_lowest_ev=0.2067
C -1.1650 0.5829 -0.1072
C 0.2116 1.1463 -0.5257
C -0.8812 -0.9151 0.0237
C 1.2141 0.2988 0.2602
C 0.6415 -1.1169 0.3080
H -1.3833 0.9990 0.9229
H -1.9644 0.8362 -0.8087
H 0.2583 2.2028 -0.3174
H 0.3259 1.0623 -1.6218
H -1.4885 -1.2916 0.8579
H -1.1645 -1.5610 -0.8205
H 2.2182 0.3508 -0.2131
H 1.2590 0.6873 1.2599
H 0.7686 -1.5189 1.3078
H 1.0385 -1.7840 -0.4522



Entry 4:
17
Properties=species:S:1:pos:R:3 method="wB97M-V/def2-TZVPD" orbital_gap_ev=10.0 charge=+1 homo_energy_ev=-13.844 smiles="C[C@H]([NH3+])[P@](C)(=O)I" energy_ev=-24193.0930 de_lowest_ev=1.4547
C 0.6431 -0.3924 -1.4683
C 1.1335 -0.5150 2.0404
C -0.6655 -0.6826 -0.7247
N -1.3903 0.5823 -0.2917
O 0.4323 -2.8656 0.3044
P -0.1703 -1.6246 0.7460
I -2.4314 -1.8787 1.7106
H 1.3974 -0.0372 -0.8192
H 0.9317 -1.2495 -2.0181
H 0.4992 0.3592 -2.1707
H 2.1763 -0.8100 1.4593
H 0.8591 0.5024 2.1729
H 1.1328 -1.1763 2.8913
H -1.3105 -1.3521 -1.4039
H -1.9237 0.4993 0.5221
H -2.0386 0.8699 -1.0350
H -0.7425 1.2066 0.0145



Entry 5:
97
Properties=species:S:1:pos:R:3 method="wB97M-V/def2-TZVPD" orbital_gap_ev="6.6 / 6.6" charge=-1 homo_energy_ev="-4.636 / -4.635" energy_ev=-70681.8429 de_lowest_ev=0.6495
Ir -1.0274 -0.0199 0.6856
O -2.5340 -1.4783 4.3687
C -2.4060 -0.6618 3.4621
O -1.4852 -0.7528 2.5673
C -3.3058 0.5719 3.4801
C -2.4522 1.8233 3.7750
C -3.3490 2.9645 4.2777
C -4.0359 3.4059 2.9590
C -3.4176 2.4129 1.9607
O -2.0907 2.2758 2.4723
C -4.0552 1.0241 2.1893
C -4.0767 0.1118 0.9572
O -5.1406 -0.4183 0.6530
O -3.0274 -0.0073 0.2112
H -4.0205 0.3987 4.2827
H -1.5527 1.6326 4.3585
H -4.0521 2.6316 5.0417
H -2.7414 3.7676 4.6952
H -5.1234 3.3368 2.9936
H -3.7642 4.4282 2.6936
H -3.3824 2.7437 0.9249
H -5.1142 1.1313 2.4221
C -3.4147 -3.7120 -2.5856
N -2.6518 -3.2198 -1.4640
C -2.3112 -1.9654 -1.1833
N -1.4895 -1.9616 -0.1522
C -1.3829 -3.2689 0.1916
N -2.0533 -4.0755 -0.5955
C -2.6215 -3.7713 -3.8764
C -3.2383 -4.2449 -5.0302
C -2.5409 -4.3136 -6.2268
C -1.2197 -3.9012 -6.2918
C -0.6030 -3.4204 -5.1436
C -1.2996 -3.3613 -3.9396
C 0.7893 -2.9780 -5.1899
N 1.7070 -3.2749 -6.0418
N 2.8584 -2.6163 -5.6201
C 2.5401 -1.9822 -4.5438
O 1.2388 -2.1595 -4.2105
C 3.3813 -1.1595 -3.6766
C 4.7310 -1.4753 -3.5521
C 5.5244 -0.7209 -2.7065
C 4.9744 0.3422 -2.0037
C 3.6338 0.6855 -2.1482
C 3.0978 1.8999 -1.4116
N 1.7075 1.8879 -1.0322
C 1.1775 0.7293 -0.3698
N -0.0491 0.4043 -1.0802
C -0.1788 1.4399 -1.9586
N 0.8029 2.2634 -2.0756
C 2.8337 -0.0842 -2.9835
H -4.2915 -3.0747 -2.7106
H -3.7614 -4.7059 -2.3063
H -2.6756 -1.0993 -1.7045
H -0.7915 -3.6162 1.0211
H -4.2745 -4.5622 -4.9916
H -3.0334 -4.6846 -7.1163
H -0.6618 -3.9428 -7.2174
H -0.7947 -2.9916 -3.0568
H 5.1338 -2.3142 -4.1035
H 6.5702 -0.9710 -2.5803
H 5.5964 0.9188 -1.3275
H 3.2343 2.7893 -2.0316
H 3.7115 2.0431 -0.5159
H 1.9068 -0.0914 -0.3372
H -1.0590 1.5400 -2.5812
H 1.7835 0.1544 -3.0891
C 1.3624 -2.1212 1.9230
C 2.2753 -1.1432 2.6534
C 3.5974 -0.9607 1.8940
C 1.7510 0.2231 3.0944
C 2.0280 0.5496 4.4186
C 1.8048 1.8192 4.9142
C 1.3713 2.8028 4.0487
C 1.0693 2.5466 2.7104
C 0.8193 3.8208 1.8935
C -0.2687 3.8733 0.8170
C 2.1689 4.2793 1.3225
C 1.1829 1.2099 2.2585
N 0.6041 0.8136 1.0178
H 1.8805 -3.0841 1.8572
H 1.1296 -1.7996 0.9075
H 0.4209 -2.2512 2.4562
H 2.5343 -1.6359 3.5952
H 3.4383 -0.5154 0.9114
H 4.0839 -1.9280 1.7415
H 4.2808 -0.3120 2.4461
H 2.4253 -0.2194 5.0717
H 1.9923 2.0459 5.9568
H 1.2522 3.8176 4.4141
H 0.5424 4.5689 2.6432
H -0.3264 2.9755 0.2206
H -0.0561 4.7021 0.1371
H -1.2460 4.0301 1.2683
H 2.4774 3.6202 0.5189
H 2.9432 4.2829 2.0943
H 2.0793 5.2898 0.9141



Entry 6:
30
Properties=species:S:1:pos:R:3 method="wB97M-V/def2-TZVPD" orbital_gap_ev="6.2 / 5.9" charge=+1 spin_multiplicity=3 homo_energy_ev="-10.004 / -11.585" energy_ev=-28951.9440
C 1.5288 0.9328 -0.8465
C -2.1221 0.0331 0.7787
C 0.0579 -0.9504 1.2519
C -4.2703 1.0977 0.4215
C -3.0563 -0.1865 -1.4636
C 2.6387 1.3375 1.2058
C 3.9593 0.6631 -0.8845
N -3.1105 0.2884 -0.0574
N -1.0331 -0.6580 0.4873
N 2.6113 1.0693 -0.2407
O 0.7620 -3.4954 0.5284
O 0.6106 -1.7352 -1.2346
O 2.4672 -1.7355 0.5331
S 1.0879 -1.9396 0.1758
H 1.3994 0.9467 -1.8617
H -2.3436 0.4574 1.8133
H -4.3891 0.9637 1.4744
H -4.1287 2.1199 0.2184
H -5.2036 0.5531 0.0996
H -3.9933 -0.8141 -1.7081
H -2.9339 0.7994 -1.9624
H -2.2196 -0.8830 -1.4032
H 3.5103 1.9253 1.4491
H 1.8242 1.8173 1.6983
H 2.8621 0.4253 1.7834
H 4.4771 0.0784 -0.1986
H 3.9713 0.2958 -1.9653
H 4.5092 1.6270 -0.8720
H -0.7922 -1.1398 -0.3950
H 1.3188 -3.8935 1.1744